Entry 1:
Entry from OMol25: a cluster of 2 separate species, C3H7ClN3 in total in a non-equilibrium geometry (wB97M-V/def2-TZVPD).

XYZ file:
```
14
Properties=species:S:1:pos:R:3:forces:R:3:nbo_charge:R:1
C 0.0066 0.3169 0.0108 2.61 1.40 0.51 -0.071
C 3.1811 -0.9555 0.2436 0.30 -1.37 -0.33 -0.504
C -2.4720 0.7441 0.1387 3.03 -4.15 -3.84 -0.434
N 3.4809 1.5870 0.0569 -2.13 -9.00 0.51 0.366
N 3.2353 0.4501 0.1238 2.17 9.88 -0.73 0.156
N -1.0266 1.0411 0.1829 -1.63 -0.44 0.66 -0.519
Cl -0.1409 -1.3051 -0.3991 -1.06 -1.22 -0.45 -0.005
H 2.5472 -1.3595 -0.6092 0.31 0.47 1.50 0.328
H 2.9175 -1.1386 1.3085 -0.47 -0.19 -0.92 0.310
H 4.2248 -1.3111 0.1044 -0.44 0.34 -0.03 0.297
H -2.6547 0.7965 -0.9559 -0.62 -0.35 0.63 0.222
H -2.9419 1.5094 0.5574 -2.35 2.69 2.35 0.215
H -2.5742 -0.3079 0.4802 -0.68 1.01 0.08 0.232
H -0.9095 1.9543 0.5464 0.96 0.94 0.06 0.408
```
Positions in Å, forces in eV/Å.

## Properties
F_max: 10.1 eV/A
Kohn-Sham gap (alpha / beta): 6.400 / 6.401 eV
Total charge: +1
ΔE to the lowest compared entry with this formula, charge and spin: 103.5 kcal/mol
HOMO level (alpha / beta): -12.064 / -12.064 eV

=====

Entry 2:
Entry from OMol25: a structure of composition C21H46InNO2P2 in a non-equilibrium geometry (wB97M-V/def2-TZVPD).

XYZ file:
```
73
Properties=species:S:1:pos:R:3:forces:R:3:lowdin_charge:R:1
In -0.7224 0.0171 0.1673 0.58 1.06 -2.80 0.592
P -0.2635 -1.9767 -1.5238 -0.08 -0.65 0.78 0.985
P -0.1396 2.5815 0.5327 0.61 0.65 0.19 0.990
N 1.0792 0.7932 -1.7141 -2.34 -0.13 0.17 -0.205
C 1.2923 -1.6246 -2.4309 0.30 0.26 -0.43 -0.253
H 2.0283 -2.3962 -2.1519 -0.32 0.17 -0.12 0.102
H 1.0938 -1.7476 -3.5089 -0.07 -0.14 0.48 0.093
C 1.9443 -0.2403 -2.2263 1.11 -0.03 -0.33 -0.269
H 2.7974 -0.3516 -1.5319 -0.32 0.11 -0.15 0.112
H 2.4018 0.0946 -3.1773 -0.18 -0.36 0.19 0.134
C 1.6506 2.1342 -1.6342 0.17 0.28 -0.16 -0.246
H 1.1498 2.7911 -2.3647 0.24 -0.12 0.25 0.126
H 2.7189 2.1028 -1.9120 -0.41 0.04 0.05 0.135
C 1.5455 2.7289 -0.2188 0.12 -0.35 0.12 -0.280
H 1.8405 3.7923 -0.2295 -0.20 -0.35 0.06 0.106
H 2.2439 2.2024 0.4512 -0.17 0.18 -0.15 0.079
C 0.0862 3.3165 2.2111 0.18 -0.06 0.19 -0.528
C 0.5051 2.2274 3.2093 0.18 0.01 0.11 -0.108
H 1.4752 1.7791 2.9551 -0.22 0.03 0.00 0.072
H -0.2478 1.4273 3.2720 0.12 0.17 -0.02 0.068
H 0.6009 2.6662 4.2121 0.00 -0.12 -0.27 0.099
C -1.1059 3.7656 -0.5000 -0.40 -0.60 -0.09 -0.525
C -2.6142 3.6286 -0.2463 -0.21 0.23 -0.11 -0.108
H -3.1557 4.0952 -1.0815 0.08 -0.14 0.27 0.101
H -2.9170 4.1462 0.6736 0.09 -0.20 -0.28 0.072
H -2.9320 2.5793 -0.1887 0.04 0.18 -0.07 0.053
C -1.5400 -2.2513 -2.8231 -0.35 0.50 -0.02 -0.517
C -2.8681 -2.7680 -2.2475 -0.09 -0.09 -0.07 -0.095
H -3.6336 -2.7192 -3.0371 0.26 0.00 0.28 0.101
H -3.2261 -2.1584 -1.4082 0.06 -0.13 -0.08 0.070
H -2.7970 -3.8181 -1.9273 -0.02 0.37 -0.12 0.077
C -0.0146 -3.5158 -0.5456 0.19 0.05 -0.08 -0.538
C -1.1757 -3.7546 0.4369 0.12 -0.30 0.11 -0.110
H -0.8004 -4.3479 1.2847 -0.23 0.10 -0.26 0.096
H -1.9904 -4.3193 -0.0380 0.26 0.24 0.24 0.084
H -1.5950 -2.8247 0.8525 0.11 -0.22 -0.13 0.023
C -2.8888 -0.5732 1.5561 -2.45 -0.42 1.86 0.051
C -0.6007 5.2159 -0.3730 0.23 0.33 -0.25 -0.083
H 0.2634 5.3369 0.2952 -0.27 0.00 -0.16 0.069
H -0.2940 5.5840 -1.3623 -0.06 -0.05 0.33 0.095
H -1.3989 5.8819 -0.0185 0.22 -0.26 -0.03 0.093
C -1.0645 -3.1003 -4.0211 0.33 -0.08 -0.18 -0.087
H -1.9208 -3.6230 -4.4744 0.25 0.23 0.20 0.099
H -0.6221 -2.4636 -4.7988 -0.11 -0.23 0.19 0.086
H -0.3226 -3.8622 -3.7458 -0.29 0.24 -0.17 0.062
C 0.2770 -4.7543 -1.3948 0.05 -0.44 0.17 -0.094
H 0.5104 -5.5913 -0.7207 -0.05 0.17 -0.22 0.100
H -0.5886 -5.0563 -2.0006 0.25 0.12 0.21 0.082
H 1.1464 -4.6174 -2.0508 -0.23 -0.03 0.10 0.082
C -1.1362 4.0803 2.7240 -0.16 0.10 0.10 -0.089
H -2.0455 3.4661 2.6911 0.16 0.12 0.04 0.086
H -0.9656 4.3539 3.7726 -0.03 -0.06 -0.22 0.097
H -1.3161 5.0112 2.1737 0.01 -0.32 0.10 0.075
H 0.9245 4.0230 2.0873 -0.23 -0.19 0.10 0.121
H 0.8933 -3.2913 0.0436 -0.21 0.05 -0.14 0.104
H -0.9095 3.4167 -1.5273 -0.09 -0.02 0.31 0.098
H -1.7158 -1.2227 -3.1852 -0.04 -0.22 0.10 0.100
O -3.8145 -0.7619 2.1973 2.64 0.52 -1.90 0.169
H 0.0584 0.8263 -2.1439 2.49 -0.12 0.60 0.021
H -1.2536 0.7245 -1.6470 -1.13 -0.18 1.19 -0.012
C 1.8872 -1.5679 3.6941 -0.16 0.49 0.31 -0.128
C 3.0747 -1.3668 2.7461 0.21 -0.42 -0.11 -0.123
C 2.4883 -0.7321 1.4887 0.19 0.31 -0.40 -0.151
O 1.0368 -0.8438 1.5835 -0.40 0.06 0.32 -0.310
C 0.6694 -1.5934 2.7844 0.02 -0.49 -0.18 -0.164
H 1.9634 -2.4868 4.2799 0.02 0.16 -0.09 0.131
H 1.8089 -0.7277 4.3953 0.03 -0.19 -0.13 0.122
H 3.5229 -2.3335 2.4891 -0.05 0.20 0.09 0.126
H 3.8619 -0.7419 3.1842 -0.25 -0.18 -0.11 0.131
H 2.7446 0.3357 1.4058 -0.18 -0.36 -0.01 0.107
H 2.8108 -1.2486 0.5703 -0.13 0.21 0.31 0.118
H 0.4193 -2.6218 2.4808 0.04 0.29 0.04 0.114
H -0.2188 -1.1300 3.2302 0.18 0.00 -0.11 0.116
```
Positions in Å, forces in eV/Å.

## Properties
F_max: 3.3 eV/A
Kohn-Sham gap: 7.158 eV
Total charge: +2
HOMO level: -14.039 eV

=====

Entry 3:
Entry from OMol25: a cluster of 6 separate species, C16H41N5O8 in total in a non-equilibrium geometry (wB97M-V/def2-TZVPD).

XYZ file:
```
70
Properties=species:S:1:pos:R:3:forces:R:3:nbo_charge:R:1
C -2.5985 0.0996 4.6743 0.59 -0.57 -0.27 -0.756
C -2.9836 1.5246 4.4763 -0.57 -0.82 -0.07 0.721
O -3.6265 2.1925 5.1997 0.04 0.51 -0.09 -0.419
N -2.5284 2.1279 3.1443 1.23 -0.07 -0.19 -0.625
H -1.9593 1.4482 2.5785 0.08 -0.14 -0.14 0.490
H -3.3173 2.3645 2.5501 -0.28 0.06 0.38 0.426
C -1.6579 3.3288 3.3252 -0.43 0.48 0.60 -0.427
H -1.7464 0.0533 5.3593 -0.18 0.07 0.19 0.284
H -2.2681 -0.4241 3.7759 -0.06 0.35 -0.17 0.243
H -3.4207 -0.4772 5.0911 -0.07 0.28 0.28 0.286
H -2.1570 4.0309 3.9924 -0.21 0.06 -0.26 0.257
H -1.4924 3.7664 2.3468 0.18 0.05 0.03 0.226
H -0.7381 3.0727 3.8450 0.09 -0.37 -0.31 0.231
C 0.2716 1.1304 -3.7755 -0.77 -0.52 -0.17 -0.741
C -0.1021 -0.3177 -3.8573 0.98 0.39 -0.22 0.743
O 0.0163 -1.1297 -3.0056 -0.29 -0.23 -0.19 -0.481
N -0.6306 -0.8099 -5.2179 -1.51 -0.24 0.82 -0.587
H -1.6373 -0.8892 -5.0090 0.00 0.26 -0.30 0.449
H -0.5731 -0.0985 -5.9510 0.41 -0.22 -0.13 0.457
C -0.2692 -2.2200 -5.6101 0.74 -0.12 0.28 -0.421
H 0.9892 1.1696 -2.9636 0.17 0.41 -0.13 0.268
H -0.6194 1.6979 -3.4856 0.05 0.00 0.13 0.297
H 0.6053 1.5257 -4.7329 0.33 0.02 0.12 0.263
H 0.8131 -2.3028 -5.6605 -0.02 0.14 -0.46 0.242
H -0.7795 -2.4567 -6.5369 0.14 0.00 -0.10 0.267
H -0.5694 -2.8960 -4.8141 -0.33 0.18 0.01 0.251
C 3.4697 -3.3113 -0.7280 1.17 -0.16 -1.28 -0.744
C 4.7529 -3.1851 0.0475 -0.60 -0.86 0.92 0.726
O 4.9349 -2.4907 0.9823 0.40 0.46 -0.18 -0.442
N 5.8138 -4.2601 -0.2184 -0.20 -0.33 -0.33 -0.584
H 6.1988 -4.5789 0.6781 0.02 0.25 0.01 0.465
H 5.3388 -5.0752 -0.6173 0.21 0.02 -0.19 0.444
C 6.9287 -3.7482 -1.1169 0.10 -0.21 0.39 -0.415
H 3.2230 -2.3303 -1.1290 -0.54 0.11 0.61 0.263
H 2.7478 -3.7981 -0.0768 -0.29 0.38 0.03 0.293
H 3.5865 -3.9124 -1.6356 0.08 -0.23 0.25 0.243
H 7.4360 -4.5777 -1.6011 -0.18 -0.12 0.00 0.268
H 7.6356 -3.2591 -0.4535 -0.03 0.31 -0.20 0.257
H 6.4899 -3.0795 -1.8496 0.11 0.07 -0.04 0.227
C 2.9795 -0.0684 1.7238 0.60 0.49 0.25 -0.756
C 3.0161 1.3229 2.3056 0.13 -0.97 -0.25 0.724
O 2.9222 1.5903 3.4445 -0.03 0.51 0.06 -0.419
N 3.1214 2.4825 1.2997 -0.20 -0.11 0.47 -0.584
H 3.7522 3.1744 1.7164 0.00 -0.02 -0.10 0.462
H 3.5269 2.1001 0.4486 0.11 0.38 -0.14 0.434
C 1.7542 3.0922 1.0367 0.52 0.12 0.56 -0.415
H 1.9330 -0.3551 1.8361 0.12 -0.52 -0.06 0.303
H 3.6996 -0.6339 2.3155 -0.56 -0.25 0.43 0.287
H 3.3479 -0.2320 0.7127 -0.40 0.61 -0.24 0.222
H 1.9056 4.1586 0.8997 -0.10 -0.06 -0.68 0.253
H 1.1616 3.0089 1.9443 0.03 -0.37 -0.03 0.243
H 1.3281 2.5243 0.2197 -0.31 0.34 -0.12 0.237
C -4.7685 -0.9734 -0.0029 -0.91 -0.48 -0.33 -0.762
C -4.9000 0.2278 0.8477 0.40 -0.05 0.12 0.754
O -4.4373 0.4094 1.9219 -0.19 0.33 -0.13 -0.476
N -5.7382 1.3847 0.2598 -0.29 -0.39 0.23 -0.579
H -6.7179 1.0714 0.2872 0.00 0.14 -0.12 0.459
H -5.6761 2.1639 0.9209 0.03 0.00 -0.05 0.451
C -5.3507 1.7864 -1.1257 0.46 -0.26 -0.36 -0.433
H -5.7501 -1.3280 -0.3459 -0.06 0.21 0.12 0.276
H -4.3581 -1.7867 0.5871 0.36 0.14 -0.04 0.293
H -4.2213 -0.7809 -0.9241 0.35 0.08 0.20 0.269
H -5.9351 2.6391 -1.4543 -0.04 0.04 0.11 0.268
H -5.5129 0.9376 -1.7842 -0.28 0.06 0.00 0.234
H -4.2791 1.9912 -1.1393 -0.09 0.23 0.16 0.248
O 0.3267 -0.1674 -0.1642 -0.51 0.19 -0.62 -0.768
C -0.7089 0.6569 0.3022 0.35 0.28 0.15 0.959
O -0.7595 0.6825 1.5497 -0.32 0.27 0.26 -0.807
O -1.3686 1.2885 -0.5477 -0.02 -0.52 0.16 -0.803
H 0.1302 -0.2724 -1.1120 0.28 -0.08 0.34 0.484
```
Positions in Å, forces in eV/Å.

## Properties
F_max: 1.7 eV/A
Kohn-Sham gap: 8.902 eV
Total charge: +4
ΔE to the lowest compared entry with this formula, charge and spin: 0.0 kcal/mol
HOMO level: -18.467 eV

=====

Entry 4:
Entry from OMol25: a cluster of 2 separate species, C5H15NO in total in a non-equilibrium geometry (wB97M-V/def2-TZVPD).

XYZ file:
```
22
Properties=species:S:1:pos:R:3:forces:R:3:nbo_charge:R:1
C -2.7938 -0.5354 1.3285 0.10 0.05 -0.03 -0.614
C -1.4094 -0.5284 0.6841 -0.26 0.14 0.12 -0.045
C -1.1805 -1.7784 -0.1498 0.10 -0.13 0.01 -0.622
N -1.1760 0.6544 -0.1501 -0.01 -0.19 0.20 -0.842
H -2.9935 0.3983 1.8566 0.06 -0.03 0.07 0.206
H -3.5623 -0.6471 0.5650 -0.09 -0.05 -0.10 0.201
H -2.8848 -1.3657 2.0286 -0.05 0.00 0.04 0.211
H -0.6537 -0.5012 1.4781 -0.04 0.05 -0.10 0.191
H -1.8287 -1.7844 -1.0291 -0.02 0.06 -0.03 0.199
H -1.4213 -2.6677 0.4306 -0.02 -0.04 0.06 0.211
H -0.1434 -1.8555 -0.4765 -0.06 0.10 -0.05 0.242
H -1.0950 1.5289 0.3449 -0.50 0.08 0.04 0.383
H 0.2509 0.5114 -0.6507 1.09 -0.03 -0.30 0.479
H -1.7300 0.7064 -0.9918 -0.30 0.13 0.17 0.382
C 2.1456 1.1990 -0.4295 -0.09 0.23 0.15 -0.052
O 1.1996 0.3294 -0.9806 0.09 -0.37 -0.24 -0.797
C 3.5409 0.7980 -0.8616 0.05 0.10 0.18 -0.616
H 2.0948 1.1992 0.6736 0.01 0.02 -0.08 0.135
H 1.9606 2.2330 -0.7599 0.02 0.03 0.06 0.138
H 4.2801 1.4938 -0.4534 -0.04 -0.06 -0.02 0.199
H 3.6184 0.8174 -1.9440 0.00 -0.04 -0.17 0.207
H 3.7815 -0.2056 -0.5129 -0.02 -0.04 -0.01 0.204
```
Positions in Å, forces in eV/Å.

## Properties
F_max: 1.1 eV/A
Kohn-Sham gap: 10.033 eV
Total charge: 0
ΔE to the lowest compared entry with this formula, charge and spin: 15.7 kcal/mol
HOMO level: -9.093 eV
SMILES: CC(C)N.CCO

=====

Entry 5:
Entry from OMol25: an isolated molecule of C3H4N2O in a non-equilibrium geometry (wB97M-V/def2-TZVPD).

XYZ file:
```
10
Properties=species:S:1:pos:R:3:forces:R:3:nbo_charge:R:1
N -1.8582 -0.0434 -0.3016 0.08 0.05 -0.23 -0.803
C -0.4883 -0.1857 -0.1674 0.16 -0.33 -0.01 0.325
N 0.0375 -1.3867 -0.1763 -0.42 0.08 0.58 -0.202
O 1.3886 -1.2238 0.1469 0.14 -0.32 0.48 -0.284
C 1.6114 0.0632 0.3276 0.16 -0.35 -0.07 0.205
C 0.5163 0.8246 0.0926 0.66 -0.52 -0.68 -0.486
H -2.2699 0.7256 0.2085 0.24 -0.06 -0.15 0.391
H -2.3649 -0.9103 -0.1579 0.18 0.20 -0.10 0.393
H 2.6053 0.4072 0.5829 0.08 -0.39 -0.25 0.206
H 0.9216 1.5719 -0.5724 -1.29 1.64 0.42 0.254
```
Positions in Å, forces in eV/Å.

## Properties
F_max: 2.1 eV/A
Kohn-Sham gap: 10.309 eV
Total charge: 0
ΔE to the lowest compared entry with this formula, charge and spin: 66.6 kcal/mol
HOMO level: -9.245 eV
SMILES: Nc1ccon1

=====

Entry 6:
Entry from OMol25: a cluster of 3 separate species, C5H14NO2 in total in a non-equilibrium geometry (wB97M-V/def2-TZVPD).

XYZ file:
```
22
Properties=species:S:1:pos:R:3:forces:R:3:nbo_charge:R:1
C 1.8516 1.6406 -0.2946 1.07 0.02 -0.13 -0.598
C 2.1785 0.5488 0.7322 0.80 0.40 0.22 -0.464
C 1.0014 -0.1708 1.2896 -0.81 0.21 -0.93 -0.066
C 0.3880 -1.2310 0.7935 -0.36 -0.61 0.54 -0.120
N -0.8282 -1.7620 1.4288 -0.19 0.48 0.61 -0.407
C -1.9809 -1.7538 0.9051 -0.76 -1.26 -1.85 0.125
H 1.2662 2.4132 0.1829 -0.46 0.18 -0.44 0.229
H 1.5080 1.2924 -1.2631 -0.92 -0.30 0.22 0.207
H 2.8018 2.0746 -0.6220 0.07 0.23 0.54 0.231
H 2.6188 1.0653 1.5824 0.12 0.12 0.12 0.234
H 3.0087 -0.0458 0.3512 -0.45 -0.63 -0.05 0.236
H 0.4238 0.3508 2.0470 0.30 0.05 0.32 0.221
H 0.6394 -1.9264 0.0092 0.56 0.30 -0.24 0.230
H -0.7846 -2.2250 2.3375 0.55 -0.15 -0.19 0.438
H -2.2038 -1.3001 -0.0688 0.62 0.34 0.38 0.261
H -2.7227 -2.5020 1.1790 -0.14 0.58 1.10 0.222
H -1.3495 1.1474 -0.9647 0.17 0.09 -0.37 0.472
H -1.0444 2.4266 -1.7938 0.00 -0.17 0.08 0.475
O -1.4756 2.1017 -0.9961 -0.16 0.15 0.26 -0.951
H -2.3874 -0.2848 -2.4949 -0.07 0.06 0.09 0.505
H -1.1475 -1.1663 -2.4576 0.01 0.01 0.03 0.494
O -1.7615 -0.6932 -1.8828 0.05 -0.08 -0.33 -0.974
```
Positions in Å, forces in eV/Å.

## Properties
F_max: 2.4 eV/A
Kohn-Sham gap: 9.214 eV
Total charge: +1
ΔE to the lowest compared entry with this formula, charge and spin: 68.3 kcal/mol
HOMO level: -14.153 eV